(1)
{"formula": "C38H68NO4SbTi", "method": "ωB97M-V with the def2-TZVPD basis set", "species": ["Sb", "Ti", "O", "O", "O", "O", "N", "C", "C", "C", "C", "C", "C", "C", "C", "C", "C", "C", "C", "C", "C", "C", "C", "C", "C", "C", "C", "C", "C", "C", "C", "C", "C", "C", "C", "C", "C", "C", "C", "C", "C", "C", "C", "C", "C", "H", "H", "H", "H", "H", "H", "H", "H", "H", "H", "H", "H", "H", "H", "H", "H", "H", "H", "H", "H", "H", "H", "H", "H", "H", "H", "H", "H", "H", "H", "H", "H", "H", "H", "H", "H", "H", "H", "H", "H", "H", "H", "H", "H", "H", "H", "H", "H", "H", "H", "H", "H", "H", "H", "H", "H", "H", "H", "H", "H", "H", "H", "H", "H", "H", "H", "H", "H"], "coordinates": [[0.997, 2.690, -1.478], [-0.073, 0.210, -0.058], [3.173, -2.044, -0.306], [-1.955, 0.755, 0.615], [2.048, -0.098, -2.996], [1.612, -0.463, -0.460], [-1.066, -0.309, -1.785], [2.916, 1.512, 2.468], [-2.339, -1.147, 5.471], [-3.520, -1.072, -0.036], [-3.814, -1.259, 3.433], [-1.701, 3.990, -1.545], [-0.507, -1.073, 2.609], [-1.424, -0.220, 3.319], [-0.267, -2.602, 2.663], [1.330, 3.423, 2.930], [1.455, 3.055, -3.564], [-0.269, 4.898, 0.286], [0.619, -0.259, 2.269], [2.825, 3.279, -0.508], [2.524, 4.128, -3.738], [3.261, 4.745, -0.617], [0.563, -3.102, 1.476], [-3.365, 0.878, 4.516], [-1.933, -1.574, -4.202], [-1.005, 0.302, -3.029], [0.569, -2.875, 3.932], [1.870, 1.782, 4.700], [-3.243, 0.426, 0.044], [-1.387, -0.286, -4.203], [2.514, -1.289, -0.976], [-0.800, 1.052, 3.400], [1.630, 1.947, 3.187], [-2.180, -2.135, -2.944], [0.471, 1.033, 2.810], [2.616, -1.314, -2.499], [-2.312, -1.934, -0.446], [1.795, -2.510, -2.975], [-0.274, 4.405, -1.160], [0.221, 3.419, -4.391], [4.074, -1.424, -2.920], [3.961, 2.316, -0.862], [-1.784, -1.509, -1.790], [-2.709, -0.462, 4.144], [-1.514, -3.485, 2.729], [2.187, -3.431, -2.542], [-2.056, 3.194, -0.882], [-4.310, -1.192, -0.782], [-2.719, -3.072, -2.854], [2.546, 3.092, 0.525], [2.220, 5.083, -3.303], [-1.235, 1.921, 3.877], [1.853, -2.587, -4.065], [-3.909, -1.439, 0.914], [4.593, -0.485, -2.717], [0.508, 3.513, -5.444], [-0.625, 1.304, -3.040], [-2.800, 1.419, 5.278], [0.834, -4.147, 1.651], [-1.566, -1.831, 0.342], [1.580, -0.677, 2.013], [3.698, 1.273, -0.669], [1.492, -2.554, 1.340], [-0.990, 5.715, 0.403], [-3.473, 1.529, 3.645], [1.566, -2.439, 3.835], [-1.994, -2.169, 5.323], [3.679, 2.292, 2.546], [2.752, 1.296, 1.410], [-1.203, -4.532, 2.687], [-1.542, -0.593, 5.972], [-3.210, -1.182, 6.136], [-3.241, 0.866, -0.947], [-0.568, 4.103, 0.976], [4.248, 2.399, -1.914], [3.324, 0.603, 2.916], [-1.792, 3.627, -2.569], [-2.227, -2.073, -5.115], [3.862, 5.011, 0.260], [0.077, 5.199, -1.826], [0.427, 3.732, 3.464], [2.768, 2.332, 5.005], [-2.389, 4.835, -1.434], [-4.006, 0.931, 0.635], [1.849, 2.100, -3.909], [0.702, 5.270, 0.611], [0.008, -3.073, 0.535], [-2.595, -2.985, -0.461], [-4.323, -0.623, 2.700], [-1.273, 0.275, -5.124], [2.695, 4.297, -4.808], [-4.567, -1.565, 4.165], [0.744, -2.397, -2.691], [4.848, 2.545, -0.261], [2.008, 0.727, 4.953], [-4.362, 0.689, 4.924], [0.098, -2.442, 4.816], [-2.073, -3.354, 3.651], [3.475, 3.842, -3.297], [1.022, 2.162, 5.275], [-0.197, 4.382, -4.089], [4.131, -1.632, -3.991], [1.169, 3.631, 1.876], [2.159, 4.047, 3.279], [4.573, -2.223, -2.377], [3.885, 4.917, -1.493], [1.791, -0.239, -3.913], [2.431, 5.450, -0.665], [-3.464, -2.148, 2.925], [-1.946, 0.584, 1.585], [0.682, -3.954, 4.093], [-2.184, -3.310, 1.883], [-0.575, 2.678, -4.343]], "lowdin_spin": [0.01, 1.35, 0.00, 0.02, 0.00, 0.03, 0.08, 0.00, 0.00, 0.01, 0.00, 0.00, 0.01, 0.00, 0.00, 0.00, 0.01, 0.00, 0.00, 0.00, 0.00, 0.00, 0.00, 0.00, 0.17, 0.12, 0.00, 0.00, 0.00, 0.01, 0.00, 0.00, 0.00, 0.00, 0.00, 0.00, 0.03, 0.00, 0.00, 0.00, 0.00, 0.00, 0.11, 0.00, 0.00, 0.00, 0.00, 0.00, 0.00, 0.00, 0.00, 0.00, 0.00, 0.00, 0.00, 0.00, 0.01, 0.00, 0.00, 0.01, 0.00, 0.00, 0.00, 0.00, 0.00, 0.00, 0.00, 0.00, 0.00, 0.00, 0.00, 0.00, 0.00, 0.00, 0.00, 0.00, 0.00, 0.01, 0.00, 0.00, 0.00, 0.00, 0.00, 0.00, 0.00, 0.00, 0.00, 0.00, 0.00, 0.00, 0.00, 0.00, 0.00, 0.00, 0.00, 0.00, 0.00, 0.00, 0.00, 0.00, 0.00, 0.00, 0.00, 0.00, 0.00, 0.00, 0.00, 0.00, 0.00, 0.00, 0.00, 0.00, 0.00], "total_energy_ev": -79842.4484, "spin_multiplicity": 3, "charge": 0, "gap_ev": [5.50, 7.25], "largest_force_ev_per_a": 2.20, "s2": 2.03}

(2)
{"formula": "C38H69AsKN3OPSbSi3", "method": "ωB97M-V with the def2-TZVPD basis set", "species": ["Sb", "As", "K", "P", "Si", "Si", "Si", "O", "N", "N", "N", "C", "C", "C", "C", "C", "C", "C", "C", "C", "C", "C", "C", "C", "C", "C", "C", "C", "C", "C", "C", "C", "C", "C", "C", "C", "C", "C", "C", "C", "C", "C", "C", "C", "C", "C", "C", "C", "C", "H", "H", "H", "H", "H", "H", "H", "H", "H", "H", "H", "H", "H", "H", "H", "H", "H", "H", "H", "H", "H", "H", "H", "H", "H", "H", "H", "H", "H", "H", "H", "H", "H", "H", "H", "H", "H", "H", "H", "H", "H", "H", "H", "H", "H", "H", "H", "H", "H", "H", "H", "H", "H", "H", "H", "H", "H", "H", "H", "H", "H", "H", "H", "H", "H", "H", "H", "H", "H"], "coordinates": [[-1.748, -0.638, -4.187], [0.286, 2.433, 1.535], [-0.344, 0.038, -0.850], [1.014, -3.158, 0.426], [-1.084, 4.364, 1.692], [0.113, 1.398, 3.636], [2.449, 3.364, 1.422], [-3.510, 3.185, -1.397], [-2.729, 0.128, 0.229], [-1.769, 1.746, -1.928], [1.031, 1.768, -2.449], [3.673, 1.971, 1.136], [0.250, 2.632, -3.101], [2.463, -2.631, -0.658], [1.629, -4.258, 1.828], [-3.765, 0.073, -4.263], [-5.440, 0.291, 0.787], [0.401, -4.450, 2.732], [3.031, 4.309, 2.937], [2.129, -5.640, 1.402], [2.339, 1.748, -2.736], [0.024, -4.358, -0.540], [-1.998, -2.047, -5.802], [0.784, 3.508, -4.053], [-4.665, -0.702, 1.371], [2.135, 3.489, -4.330], [0.502, -5.259, -1.494], [-0.459, 5.629, 2.935], [-2.816, 3.855, 2.191], [-1.343, -4.366, -0.259], [-0.359, -6.126, -2.151], [0.768, 2.345, 5.120], [-2.205, -5.251, -0.893], [-1.716, -6.128, -1.848], [-1.181, 5.150, 0.000], [3.634, -3.597, -0.869], [1.088, -0.197, 3.494], [-2.092, -2.184, -2.715], [-1.693, 0.999, 3.946], [3.010, -1.348, -0.010], [2.943, 2.580, -3.654], [1.904, -2.253, -2.036], [-1.237, 2.732, -2.827], [-3.475, 1.080, -0.342], [-2.868, 2.112, -1.305], [-4.839, 1.196, -0.069], [2.707, -3.541, 2.648], [2.514, 4.503, -0.066], [-3.317, -0.734, 1.062], [-2.386, -6.809, -2.359], [2.903, -4.122, 3.555], [-1.740, -3.656, 0.459], [1.621, -3.122, -2.629], [0.471, 1.805, 6.028], [-4.003, 0.616, -3.348], [-1.238, 6.391, 3.056], [-2.236, 0.744, 3.034], [-3.179, 2.997, 1.620], [3.424, -1.523, 0.984], [4.696, 2.363, 1.167], [2.934, 1.015, -2.193], [-4.444, -0.772, -4.384], [2.384, -2.543, 2.955], [-0.232, 5.170, -0.533], [-0.405, -4.972, 2.211], [1.348, -6.207, 0.893], [1.857, 2.407, 5.120], [0.032, -6.809, -2.895], [0.684, -5.056, 3.599], [2.102, 4.026, -0.961], [-5.086, -1.430, 2.053], [3.328, -4.536, -1.331], [3.235, 3.653, 3.785], [-6.500, 0.359, 1.002], [3.651, -3.451, 2.111], [2.254, -0.565, 0.097], [-1.926, 4.617, -0.604], [0.365, 3.356, 5.191], [2.326, 5.076, 3.256], [0.122, 4.199, -4.563], [-1.264, -2.896, -2.756], [0.018, -3.492, 3.093], [-1.754, 0.144, 4.630], [3.974, 4.807, 2.678], [-0.250, 5.207, 3.918], [2.152, 0.009, 3.334], [-2.921, -2.617, -5.677], [2.556, 4.169, -5.060], [3.595, 1.176, 1.883], [0.439, 6.138, 2.577], [-1.152, -2.737, -5.823], [-2.033, -1.517, -6.756], [4.150, -3.831, 0.061], [4.008, 2.517, -3.834], [-3.261, -5.235, -0.654], [-2.901, 3.639, 3.258], [-1.525, 6.184, 0.117], [2.665, -1.694, -2.591], [3.514, 1.530, 0.148], [-2.668, -1.480, 1.515], [-5.380, 2.006, -0.537], [4.366, -3.127, -1.536], [-3.480, 4.698, 1.964], [2.998, -5.588, 0.745], [1.973, 5.435, 0.112], [-1.430, 3.753, -2.476], [-3.882, 0.750, -5.111], [0.998, -0.787, 4.414], [3.817, -0.944, -0.632], [1.558, -5.296, -1.729], [-2.206, 1.837, 4.425], [3.560, 4.759, -0.274], [0.737, -0.815, 2.661], [-2.204, -1.837, -1.685], [1.021, -1.617, -1.976], [2.423, -6.205, 2.294], [-3.010, -2.711, -2.985], [-1.734, 2.689, -3.811]], "mulliken_charge": [0.75, 0.40, 1.39, 0.81, 0.17, 0.22, 0.27, -0.81, 1.47, 0.41, 1.21, -0.52, 0.61, 2.03, 2.06, -1.26, -0.72, -1.76, -1.08, -1.65, -0.47, 0.84, -1.34, -0.82, -1.10, -0.67, -0.46, -1.06, -1.03, -0.65, -0.73, -1.11, -0.62, -0.74, -0.78, -1.91, -0.78, -1.15, -1.02, -1.69, -0.99, -1.54, -1.68, -0.30, -0.53, -0.59, -1.66, -0.77, -0.96, 0.40, 0.55, 0.32, 0.33, 0.35, 0.26, 0.38, 0.11, 0.14, 0.31, 0.48, 0.06, 0.48, 0.08, 0.16, 0.36, 0.28, 0.30, 0.46, 0.52, -0.01, 0.50, 0.21, 0.32, 0.45, 0.29, -0.04, 0.17, 0.24, 0.24, 0.51, 0.25, 0.23, 0.43, 0.37, 0.19, 0.33, 0.36, 0.42, 0.17, 0.28, 0.35, 0.35, 0.41, 0.49, 0.44, 0.33, 0.51, 0.50, -0.23, 0.63, 0.51, 0.51, 0.43, 0.26, 0.33, 0.49, 0.40, 0.57, 0.65, 0.13, 0.33, 0.42, -0.22, 0.10, -0.06, 0.54, 0.60, 0.29], "total_energy_ev": -163671.3936, "charge": 0, "gap_ev": 7.76, "largest_force_ev_per_a": 0.87}

Which relative energy (zero: lowest compared OMol25 entry of this formula, charge and spin) belongs to each record? In order, 96.3; 0.0 kJ/mol.